(1)
DFT (wB97M-V/def2-TZVPD) results for an isolated molecule of C17H24ClN3O3S at a distorted geometry.

XYZ file:
```
49
Properties=species:S:1:pos:R:3:mulliken_charge:R:1
Cl 7.752 2.317 0.362 -0.183
S 3.362 -1.952 -0.409 1.062
O 3.635 -3.012 0.398 -0.619
O 3.428 -2.203 -2.207 -0.736
O -3.346 -2.270 1.001 -0.718
N -0.563 -0.158 0.703 -0.078
N -3.044 0.041 0.492 -0.122
N 2.041 -0.958 -0.261 0.105
C 5.705 1.415 -0.998 -1.395
C 4.698 -0.949 -0.302 -0.074
C 6.626 1.129 0.175 0.800
C -2.582 -1.263 0.888 -0.026
C 5.619 -0.741 0.712 0.194
C -4.521 0.604 -1.593 -1.131
C -4.512 0.002 -0.136 0.076
C 0.732 -1.509 -0.790 -0.638
C -1.164 -1.106 1.268 -0.226
C -5.367 2.049 -1.625 -0.653
C 6.466 0.033 1.064 -0.759
C 0.682 0.279 1.226 -1.239
C -5.116 2.569 -0.226 -0.686
C 1.837 -0.765 1.353 -0.746
C 4.704 0.301 -1.274 -0.584
C -0.330 -0.588 -0.888 -1.516
C -5.281 1.240 0.827 -0.885
H -5.738 3.288 0.087 0.495
H -6.303 1.594 -1.807 0.315
H 1.088 1.079 0.865 0.579
H -4.921 -0.291 -2.064 0.400
H 4.057 0.429 -1.936 0.730
H -4.114 3.153 -0.020 0.237
H -2.484 0.679 0.466 0.305
H 0.394 0.586 2.356 0.451
H -6.306 1.122 0.777 0.484
H -1.044 -1.056 -1.236 0.823
H 1.039 -1.919 -1.968 0.457
H 1.504 -1.746 1.672 0.348
H -0.838 -2.138 1.142 0.173
H 5.730 2.036 -1.620 0.741
H 0.072 0.218 -1.298 0.490
H -3.545 0.726 -1.651 0.333
H 7.296 0.183 1.797 0.311
H -4.870 2.689 -2.278 0.380
H 0.459 -2.501 -0.563 0.497
H -4.877 1.341 1.929 0.271
H -5.102 -0.821 0.232 0.531
H 5.539 -1.768 1.204 0.234
H 2.629 -0.299 1.723 0.686
H -1.127 -1.086 2.429 0.507
```

Results
- Lowest unoccupied orbital energy: -0.57 eV
- Charge: 0
- ΔE to the lowest compared entry with this formula, charge and spin: 19.319 eV
- SMILES string: O=C(CN1CCN(S(=O)(=O)c2ccc(Cl)cc2)CC1)NC1CCCC1
- HOMO: -8.93 eV
- Orbital gap: 8.36 eV

***

(2)
DFT (wB97M-V/def2-TZVPD) results for a structure of composition C16H26N4O9Sr.

XYZ file:
```
56
Properties=species:S:1:pos:R:3:mulliken_charge:R:1
Sr 0.072 1.238 -0.322 1.395
O -4.244 1.533 -1.788 -0.829
O 0.678 1.248 -2.812 -0.617
O -1.251 2.815 3.757 -0.835
O -0.311 2.639 1.722 -0.554
O 4.427 1.394 1.184 -0.823
O -2.175 2.092 -1.108 -0.627
O 2.050 3.789 -1.999 -0.769
O 2.538 1.797 0.036 -0.360
O 1.451 0.006 -4.518 -0.824
N 1.470 -1.017 -1.154 1.401
N -1.758 0.164 1.502 1.467
N -1.579 -0.725 -1.430 1.305
N 1.287 -0.128 1.784 1.325
C -2.813 -0.518 0.755 -1.509
C 3.200 1.372 1.028 0.071
C 1.360 0.313 -3.321 0.171
C -2.310 -1.412 -0.376 -1.328
C 1.776 -1.415 1.311 -1.280
C 0.313 -0.290 2.863 -1.510
C 2.368 0.773 2.189 -0.522
C -2.458 0.049 -2.310 -0.449
C -1.071 -0.744 2.408 -1.352
C -0.737 -1.643 -2.194 -1.532
C 2.201 -0.532 -2.327 -0.435
C -2.270 1.356 2.179 -0.487
C 2.389 -1.405 -0.087 -1.588
C -1.173 2.368 2.601 0.228
C -3.022 1.349 -1.670 0.225
C 0.536 -2.085 -1.477 -1.372
H 1.023 -2.841 -2.121 0.346
H 0.667 -1.031 3.605 0.319
H -1.665 -2.190 0.040 0.588
H -3.423 -1.154 1.423 0.316
H -3.483 0.234 0.344 0.433
H 1.908 1.624 2.695 0.488
H 0.223 0.658 3.388 0.467
H 0.949 -2.128 1.333 0.608
H -2.839 1.098 3.085 0.103
H 2.798 -2.417 -0.267 0.329
H -1.675 -0.907 3.320 0.336
H -0.469 -1.160 -3.131 0.482
H -3.192 -1.932 -0.795 0.334
H 2.407 3.199 -1.312 0.449
H 2.545 -1.812 1.999 0.335
H -1.292 -2.562 -2.459 0.340
H -2.913 1.882 1.471 0.488
H 3.234 -0.720 -0.099 0.436
H 2.988 0.131 -1.964 0.467
H 1.438 3.230 -2.500 0.393
H -0.985 -1.718 1.920 0.585
H -3.315 -0.548 -2.654 0.098
H -1.860 0.371 -3.165 0.463
H 0.266 -2.598 -0.551 0.596
H 3.078 0.275 2.866 0.110
H 2.647 -1.361 -2.896 0.100
```

Results
- Lowest unoccupied orbital energy: 4.29 eV
- Charge: -2
- ΔE to the lowest compared entry with this formula, charge and spin: 0.000 eV
- HOMO: -3.47 eV
- Orbital gap: 7.76 eV

***

(3)
DFT (wB97M-V/def2-TZVPD) results for a structure of composition C7H12F3N2O2S3V.

XYZ file:
```
30
Properties=species:S:1:pos:R:3:lowdin_spin:R:1
V 0.476 0.007 -0.117 0.963
S -0.453 1.887 1.090 -0.009
S 1.075 2.474 3.624 0.017
S 2.171 0.767 1.384 -0.007
F 0.571 0.760 -4.155 0.000
F -0.726 0.449 -2.440 0.003
F 1.311 1.107 -2.141 0.008
O 1.181 -1.867 -3.732 0.000
O 0.985 -1.494 -1.501 0.008
N -0.258 -1.593 1.211 0.007
N -1.068 -1.185 2.315 0.003
C 0.537 0.287 -2.925 0.001
C 0.767 -1.601 3.987 0.000
C -1.574 -1.040 4.630 0.000
C -1.073 -3.263 3.592 0.000
C 0.962 -1.207 -2.742 0.001
C -0.710 -1.780 3.615 0.000
C 0.953 1.793 2.116 0.002
H 0.675 -1.876 1.522 0.000
H 0.944 -2.001 4.987 0.000
H -0.988 -0.170 2.360 0.000
H 1.044 -0.545 3.981 0.000
H -1.314 0.021 4.646 0.000
H -2.132 -3.386 3.356 0.000
H -2.631 -1.138 4.375 0.000
H -0.486 -3.804 2.846 0.000
H 1.439 -2.131 3.308 0.000
H -0.870 -3.716 4.564 0.000
H -1.410 -1.448 5.629 0.000
H -0.692 -2.388 0.758 0.002
```

Results
- Lowest unoccupied orbital energy (spin up / spin down): 2.69 / 2.70 eV
- Charge: -1
- ⟨S²⟩: 0.764
- HOMO (spin up / spin down): -4.05 / -3.49 eV
- 2S+1: 2
- Orbital gap (spin up / spin down): 6.74 / 6.19 eV

***

(4)
DFT (wB97M-V/def2-TZVPD) results for a structure of composition C8H17CdOP2 at a distorted geometry.

XYZ file:
```
29
Properties=species:S:1:pos:R:3:mulliken_charge:R:1
Cd 0.382 -0.065 -1.231 -0.303
P 0.163 2.669 -0.775 -0.128
P 0.184 0.019 2.358 1.133
O 0.888 0.340 1.038 -0.684
C -1.399 0.865 2.484 -0.980
C 0.023 -1.760 2.526 -1.121
C 0.375 0.653 -3.265 -0.318
C 0.102 -0.085 -4.374 -0.461
C -0.327 -2.336 -3.282 -0.316
C -0.148 -1.986 -1.979 -0.504
C 1.100 0.557 3.847 -1.281
C -0.238 -1.462 -4.398 -0.214
H -1.519 1.166 3.532 0.380
H 0.307 3.702 -1.750 0.088
H 1.229 3.016 0.097 0.027
H -0.293 -1.985 3.548 0.369
H 0.666 0.212 4.812 0.363
H -0.959 3.089 0.006 0.016
H -0.411 -1.904 -5.389 0.209
H -0.556 -3.392 -3.532 0.165
H 1.124 1.645 3.856 0.342
H -1.394 1.756 1.842 0.127
H -0.263 -2.810 -1.257 0.345
H 0.164 0.412 -5.363 0.148
H 2.109 0.166 3.768 0.353
H -2.222 0.183 2.208 0.355
H -0.727 -2.129 1.809 0.359
H 0.993 -2.242 2.319 0.310
H 0.647 1.705 -3.453 0.220
```

Results
- Lowest unoccupied orbital energy: 2.32 eV
- Charge: -1
- ΔE to the lowest compared entry with this formula, charge and spin: 1.114 eV
- HOMO: -0.57 eV
- Orbital gap: 2.89 eV

***

(5)
DFT (wB97M-V/def2-TZVPD) results for a structure of composition C2H2N2OS at a distorted geometry.

XYZ file:
```
8
Properties=species:S:1:pos:R:3:mulliken_charge:R:1
S -1.661 0.544 1.092 -0.010
O 1.148 0.413 -1.487 -0.573
N -0.215 -1.152 1.362 -0.498
N -0.689 0.899 -0.225 -0.199
C 0.412 0.178 -0.560 0.451
C 0.552 -0.954 0.411 0.171
H -0.940 1.682 -0.807 0.267
H 1.393 -1.610 0.215 0.392
```

Results
- Lowest unoccupied orbital energy: -1.40 eV
- Charge: 0
- ΔE to the lowest compared entry with this formula, charge and spin: 1.803 eV
- HOMO: -8.89 eV
- Orbital gap: 7.48 eV

***

(6)
DFT (wB97M-V/def2-TZVPD) results for an isolated molecule of C9H10O4S2 at a distorted geometry.

XYZ file:
```
25
Properties=species:S:1:pos:R:3:mulliken_charge:R:1
S -1.456 -1.828 0.004 1.174
S -2.663 1.946 -1.234 -0.158
O -2.135 -0.805 -1.123 -0.440
O 2.318 -1.317 -0.721 -0.405
O 0.780 0.059 0.111 -0.648
O -2.165 -3.052 0.128 -0.658
C -1.839 -0.774 1.457 -0.926
C -2.402 1.784 1.339 -1.096
C 0.106 -2.132 -0.494 -1.037
C -2.748 2.636 0.349 -0.367
C -2.326 0.407 -0.472 0.376
C 1.067 -1.061 -0.308 0.837
C -2.196 0.509 0.877 0.785
C 3.243 -0.348 -0.384 -0.298
C 3.426 0.886 -1.347 -1.047
H -2.643 1.892 2.421 0.320
H 0.375 -3.089 -0.621 0.547
H 3.784 1.652 -0.681 0.300
H -2.595 -1.281 1.916 0.560
H -0.863 -0.701 1.976 0.340
H 2.554 1.338 -1.841 0.318
H 2.955 -0.118 0.609 0.360
H -3.098 3.593 0.479 0.532
H 4.277 0.652 -1.897 0.374
H 4.243 -0.849 -0.541 0.258
```

Results
- Lowest unoccupied orbital energy: 0.60 eV
- Charge: 0
- ΔE to the lowest compared entry with this formula, charge and spin: 1.135 eV
- SMILES string: CCOC(=O)C=[S@@]1(=O)Cc2ccsc2O1
- HOMO: -8.70 eV
- Orbital gap: 9.30 eV